8
Properties=species:S:1:pos:R:3:forces:R:3 method="wB97M-V/def2-TZVPD" s2=2.0223 molar_mass_g_mol=219.9 multiplicity=3 de_lowest_kj_mol=63.3 e_homo_ha="-0.277 / -0.329" energy_ev=-29809.086 lumo_energy_ev="0.3461 / -2.2132"
C -0.4353 -0.7621 -0.8360 0.21 2.08 1.60
O 0.2260 0.2698 1.5963 -1.06 2.30 2.22
P -0.9581 -2.2896 0.0207 -0.91 -0.07 -0.42
P 0.6624 -0.9349 0.7160 0.92 -0.27 -2.01
I 3.0758 -0.0435 -0.0841 0.02 -0.01 -0.11
H 0.2735 -0.7101 -1.6626 -0.62 -0.27 -0.38
H -1.1064 0.2250 -0.6961 1.36 -2.42 -0.57
H 0.3274 1.2371 1.4381 0.08 -1.34 -0.34